(1)
The following is a quantum chemistry calculation of C38H70CrN8O2 as an isolated structure, from the Open Molecules 2025 dataset.

Element x y z (Å)
1 Cr -0.37021 -0.03559 -0.41685
2 C -0.64125 -3.83224 1.66046
3 C -0.21571 -3.47727 0.20189
4 C -1.21642 -4.22202 -0.72586
5 O -0.26853 -2.08655 -0.07674
6 H -0.01498 -3.45930 2.47091
7 H -0.60669 -4.90613 1.84393
8 H -1.70696 -3.63631 1.77874
9 H 0.79785 -3.83060 0.01224
10 H -1.14221 -5.30695 -0.65176
11 H -1.05000 -3.99846 -1.77963
12 H -2.25372 -3.96200 -0.51485
13 C 1.36315 3.51482 -1.38175
14 C -0.09753 3.32702 -0.83199
15 C -1.07634 4.27803 -1.54519
16 O -0.54471 1.97218 -0.78349
17 H 2.10918 3.01882 -0.76084
18 H 1.65059 4.56382 -1.45304
19 H 1.40458 3.15422 -2.40954
20 H -0.09270 3.74468 0.17480
21 H -0.82940 5.33589 -1.45538
22 H -2.07624 4.12425 -1.13941
23 H -1.07771 4.02889 -2.60633
24 C 3.67265 -3.18762 1.83304
25 C 4.94338 -2.39946 2.15283
26 C 4.70297 -1.02176 2.86370
27 C 3.74163 -0.14833 2.09703
28 N 3.01143 0.52356 1.52336
29 H 3.22696 -3.52079 2.77030
30 H 3.96562 -4.08041 1.28059
31 H 2.99025 -2.65035 1.17443
32 H 5.45814 -2.13544 1.22902
33 H 5.59216 -3.03812 2.75224
34 H 5.59759 -0.40470 2.94741
35 H 4.34957 -1.11384 3.89070
36 C 1.70985 2.64343 -7.78245
37 C 2.92702 3.03679 -6.94766
38 C 3.37443 1.87901 -6.02538
39 C 2.37495 1.53149 -5.01120
40 N 1.56378 1.23439 -4.20693
41 H 0.96170 2.38441 -7.03327
42 H 1.91460 1.83693 -8.48653
43 H 1.29915 3.44181 -8.40053
44 H 2.68479 3.87812 -6.29835
45 H 3.82944 3.37290 -7.45831
46 H 4.29904 2.15550 -5.51868
47 H 3.50164 0.98025 -6.62883
48 C 0.34449 -3.64950 -4.43562
49 C -0.88554 -3.02869 -5.12032
50 C -1.02025 -1.51824 -5.01590
51 C -0.91540 -0.99286 -3.62760
52 N -0.85072 -0.52406 -2.54330
53 H 0.37170 -3.50401 -3.35571
54 H 1.30813 -3.25844 -4.76207
55 H 0.24831 -4.71957 -4.61943
56 H -1.84828 -3.34171 -4.71628
57 H -0.89679 -3.41203 -6.14063
58 H -1.91094 -1.13376 -5.51282
59 H -0.12339 -1.15116 -5.51492
60 C -1.74904 5.19039 2.36687
61 C -3.20037 5.29461 2.75689
62 C -3.78312 4.09064 3.52811
63 C -3.64332 2.86473 2.81204
64 N -3.47969 1.84821 2.28894
65 H -1.01345 5.21635 3.17082
66 H -1.60953 6.03831 1.69628
67 H -1.53819 4.29702 1.77905
68 H -3.79319 5.48667 1.86258
69 H -3.30568 6.23891 3.29102
70 H -4.82939 4.21972 3.80516
71 H -3.23466 3.95664 4.46049
72 C 1.68286 3.40013 3.21030
73 C 1.39602 2.42505 4.37603
74 C 0.02156 1.66372 4.10735
75 C -0.07625 0.98790 2.79238
76 N -0.19563 0.46861 1.75133
77 H 2.46651 4.13386 3.39902
78 H 0.77966 3.95333 2.95283
79 H 2.01525 2.90253 2.29924
80 H 1.27896 2.97568 5.30942
81 H 2.23156 1.73903 4.51507
82 H -0.80609 2.36020 4.24153
83 H -0.08024 0.91987 4.89755
84 C -4.95476 -2.98850 1.07065
85 C -5.44422 -2.26386 -0.19421
86 C -5.15297 -0.75006 -0.21499
87 C -3.75313 -0.45476 -0.08130
88 N -2.58412 -0.27568 0.00559
89 H -5.34018 -4.00808 1.07155
90 H -5.29127 -2.53458 2.00275
91 H -3.86988 -3.07706 1.12807
92 H -6.52674 -2.38084 -0.24485
93 H -5.00764 -2.72595 -1.07963
94 H -5.63158 -0.21245 0.60355
95 H -5.39404 -0.39201 -1.21588
96 C 3.56605 -3.19694 -1.88985
97 C 4.27866 -1.98072 -2.53165
98 C 4.18917 -0.68282 -1.75048
99 C 2.81375 -0.26633 -1.42166
100 N 1.72981 0.02623 -1.14373
101 H 3.73056 -4.04582 -2.55349
102 H 2.49649 -3.05637 -1.73362
103 H 4.00424 -3.49818 -0.93834
104 H 3.76803 -1.75758 -3.46843
105 H 5.31245 -2.14416 -2.83607
106 H 4.68672 0.11760 -2.29808
107 H 4.75098 -0.81279 -0.82549
108 C -2.30133 -1.30625 3.74097
109 C -2.78061 -1.78889 5.11473
110 C -2.28289 -1.00257 6.34487
111 C -2.52086 0.46475 6.27404
112 N -2.79279 1.62824 6.19859
113 H -1.22154 -1.43953 3.67462
114 H -2.61617 -0.27754 3.56569
115 H -2.68484 -1.84748 2.87605
116 H -2.54776 -2.84645 5.23895
117 H -3.87014 -1.75689 5.12018
118 H -1.19996 -1.08125 6.44070
119 H -2.65017 -1.32950 7.31767

Output
<S²>	3.7728
lowest unoccupied orbital energy (spin up / spin down)	-2.73 / -2.16	eV
multiplicity	4
Kohn-Sham gap (spin up / spin down)	7.445 / 7.837	eV
net charge	+1


(2)
The following is a quantum chemistry calculation of a 8-piece molecular cluster, C38H70FN7O3S3Si overall, from the Open Molecules 2025 dataset.

Element x y z (Å)
1 C 4.91360 -0.94781 -0.64591
2 C 3.95341 -1.98982 -0.00709
3 F 3.87512 -1.83419 1.38099
4 C 2.51403 -2.01459 -0.66934
5 C 1.74404 -0.75410 -0.14047
6 O 1.07011 -1.12863 1.07845
7 S -0.27005 -2.07257 0.80282
8 O -0.52406 -2.73462 2.11617
9 O -1.60608 -1.13397 0.50552
10 C -1.73213 -0.78292 -0.88937
11 C -0.42743 -0.86291 -1.75118
12 S -0.95609 -0.18197 -3.42306
13 C 0.84031 -0.00313 -1.19437
14 S 1.91283 0.40122 -2.68452
15 Si 0.40896 1.71875 -0.42432
16 C -0.39229 1.65134 1.29392
17 C -0.67142 2.83969 -1.50969
18 C 2.07215 2.66361 -0.18264
19 H 5.22533 -1.29278 -1.65725
20 H 5.84788 -0.92903 -0.03278
21 H 4.48302 0.08067 -0.67551
22 H 4.38339 -3.00143 -0.20783
23 H 2.70168 -2.04019 -1.76411
24 H 2.07575 -2.99205 -0.37897
25 H 2.52098 -0.01412 0.17318
26 H -2.26305 0.19466 -0.97732
27 H -2.44731 -1.52922 -1.32486
28 H -0.09229 -1.90114 -1.99072
29 H -2.02135 0.64312 -3.11639
30 H 1.55672 1.68529 -3.05155
31 H 0.22045 1.09899 2.04723
32 H -0.41181 2.71161 1.66905
33 H -1.45811 1.32274 1.30219
34 H -0.22347 2.98686 -2.52409
35 H -1.72371 2.50583 -1.61748
36 H -0.68429 3.85522 -1.03282
37 H 1.94546 3.74064 -0.42716
38 H 2.92331 2.18761 -0.71573
39 H 2.30831 2.57471 0.91244
40 C 2.61785 -4.13016 3.91644
41 C 1.38241 -4.97126 3.61932
42 C 1.41839 -6.34909 4.28400
43 C 2.49571 -7.19293 3.76036
44 N 3.34228 -7.85330 3.35266
45 H 3.52401 -4.59434 3.51956
46 H 2.52114 -3.14518 3.45597
47 H 2.74682 -3.99014 4.99302
48 H 1.27074 -5.07831 2.53788
49 H 0.50164 -4.43503 3.97751
50 H 0.46303 -6.85107 4.11188
51 H 1.52669 -6.23985 5.36579
52 C -4.97093 4.52084 -4.68846
53 C -6.02005 4.01190 -3.70731
54 C -5.43411 3.63174 -2.34763
55 C -4.51542 2.49912 -2.43291
56 N -3.76927 1.62890 -2.50191
57 H -4.23465 3.74761 -4.92156
58 H -5.44510 4.82023 -5.62516
59 H -4.44366 5.38494 -4.28495
60 H -6.53926 3.16107 -4.14554
61 H -6.76669 4.79446 -3.55446
62 H -6.25062 3.37338 -1.66821
63 H -4.91662 4.48878 -1.90911
64 C 0.67663 4.63269 -5.01564
65 C 0.05370 5.86744 -5.65449
66 C -0.42328 6.90224 -4.63168
67 C -1.52036 6.39738 -3.80334
68 N -2.37586 5.99963 -3.14882
69 H -0.04946 4.09023 -4.40581
70 H 1.03738 3.95002 -5.78781
71 H 1.52215 4.90565 -4.38274
72 H -0.77833 5.56093 -6.29401
73 H 0.79662 6.33873 -6.30252
74 H -0.76453 7.79469 -5.16205
75 H 0.40845 7.21223 -3.99374
76 C 6.36938 4.72355 -3.07750
77 C 5.76730 4.69057 -1.67753
78 C 4.23768 4.72734 -1.67935
79 C 3.71158 5.98754 -2.20878
80 N 3.29842 6.97330 -2.62953
81 H 6.12537 5.65329 -3.59582
82 H 7.45678 4.65086 -3.02241
83 H 6.00499 3.88846 -3.68047
84 H 6.16240 5.52630 -1.09448
85 H 6.09096 3.77330 -1.17901
86 H 3.87907 4.59900 -0.65770
87 H 3.84368 3.88946 -2.25922
88 C 3.57277 -0.47593 5.59213
89 C 4.80713 -0.39084 4.70232
90 C 5.10583 1.03168 4.22175
91 C 4.05608 1.54996 3.34381
92 N 3.23354 1.95570 2.65404
93 H 2.67008 -0.18135 5.05278
94 H 3.43023 -1.49964 5.94120
95 H 3.67534 0.16904 6.46831
96 H 4.68138 -1.05773 3.84544
97 H 5.67055 -0.75483 5.26515
98 H 6.05265 1.03232 3.67606
99 H 5.23419 1.69921 5.07711
100 C -8.18369 -1.86603 -2.85541
101 C -6.92077 -1.13854 -2.40936
102 C -7.20967 0.17086 -1.67289
103 C -7.84830 1.16672 -2.53723
104 N -8.35015 1.94735 -3.21468
105 H -8.75276 -1.27437 -3.57556
106 H -7.92444 -2.81120 -3.33474
107 H -8.83149 -2.08562 -2.00355
108 H -6.28664 -0.94771 -3.27868
109 H -6.35617 -1.79423 -1.74186
110 H -6.26895 0.58221 -1.29790
111 H -7.84101 -0.01957 -0.80166
112 C -3.12554 -9.86018 5.58600
113 C -1.66669 -9.78013 6.01978
114 C -1.41491 -8.71408 7.08837
115 C -1.66247 -7.35866 6.59144
116 N -1.85928 -6.29625 6.20300
117 H -3.45522 -8.93002 5.11868
118 H -3.25871 -10.66187 4.85804
119 H -3.77722 -10.06585 6.43829
120 H -1.03927 -9.59052 5.14516
121 H -1.36706 -10.75132 6.42139
122 H -0.37631 -8.78159 7.42157
123 H -2.04004 -8.90553 7.96357

Output
lowest unoccupied orbital energy	0.38	eV
Kohn-Sham gap	8.875	eV


(3)
The following is a quantum chemistry calculation of a 8-piece molecular cluster, C38H70N4O22P overall, from the Open Molecules 2025 dataset.

Element x y z (Å)
1 C 8.34931 2.84735 0.01427
2 C 8.47874 1.46344 0.59559
3 C 7.15216 0.45177 0.47351
4 N 7.70006 -0.88422 0.03158
5 C 6.85212 -1.87398 -0.39750
6 N 5.36132 -1.82450 -0.52580
7 C 4.84510 -0.90474 -1.59352
8 O 5.81040 -0.63150 -2.68172
9 C 5.40776 0.52711 -3.49478
10 C 4.34950 0.08274 -4.69076
11 C 4.61274 -1.76073 0.77341
12 C 2.99388 -1.41193 0.53799
13 C 2.55999 0.16809 0.86189
14 C 1.02556 0.73626 0.65448
15 C -0.09437 -0.33129 0.10708
16 C 0.33117 -1.90427 -0.21724
17 C -0.88961 -2.86128 -0.80814
18 C 1.88329 -2.48936 -0.00880
19 N 7.53438 -3.20533 -0.77764
20 C 7.00432 -4.35331 0.04990
21 C 6.18813 -5.48344 -0.53121
22 P 7.45730 -3.50714 -2.53097
23 N 8.38136 -4.80274 -2.96228
24 H 9.09094 3.72778 0.22953
25 H 7.47397 3.05205 -0.76428
26 H 9.49059 1.06462 1.08883
27 H 6.66718 0.45738 1.54372
28 H 6.43206 0.97608 -0.28457
29 H 8.73259 -1.06105 0.05987
30 H 3.87857 -1.36229 -2.12077
31 H 4.58765 0.16202 -1.12341
32 H 4.90968 1.40130 -2.89482
33 H 6.41374 0.96535 -3.96284
34 H 4.97900 0.03349 -5.67844
35 H 3.53593 0.93500 -4.82187
36 H 3.85689 -0.93454 -4.37628
37 H 4.64787 -2.84313 1.25756
38 H 5.04110 -1.01004 1.56400
39 H 3.36409 0.95573 1.23478
40 H 0.82330 1.87111 0.88578
41 H -1.18808 0.08356 -0.07204
42 H -1.75413 -2.94344 -0.02101
43 H -0.40773 -3.88649 -1.11144
44 H -1.34694 -2.31518 -1.76132
45 H 2.17625 -3.60360 -0.25698
46 H 7.25672 -4.44474 1.19803
47 H 5.17000 -5.75078 -0.02099
48 H 6.58922 -6.13299 -1.44755
49 H 6.09078 -3.70003 -2.95484
50 H 7.98781 -2.32394 -3.22077
51 H 9.09472 -4.40230 -3.61216
52 C -5.36358 -5.87044 -0.07820
53 O -6.25029 -5.10422 0.73483
54 C -5.84714 -3.82645 0.94964
55 O -4.82749 -3.31360 0.51575
56 O -6.77498 -3.21819 1.73095
57 C -6.48012 -1.85775 2.04124
58 H -5.78430 -6.87423 -0.18393
59 H -5.27455 -5.42774 -1.07549
60 H -4.38145 -5.95724 0.39745
61 H -6.43568 -1.25459 1.12858
62 H -5.54253 -1.78408 2.60165
63 H -7.28747 -1.47173 2.66952
64 C -2.20806 3.09531 1.75054
65 O -1.69542 4.30743 1.20068
66 C -1.79066 5.37950 2.02711
67 O -2.26202 5.37705 3.15351
68 O -1.27070 6.45476 1.38310
69 C -1.30431 7.66403 2.13845
70 H -2.08070 2.30557 1.00498
71 H -1.65063 2.81314 2.64950
72 H -3.27611 3.19235 1.97012
73 H -0.71073 7.56447 3.05303
74 H -2.33631 7.94375 2.37359
75 H -0.86398 8.45662 1.52733
76 C -8.15882 4.42910 -0.15307
77 O -7.79310 5.49071 0.72648
78 C -6.88396 5.14391 1.67230
79 O -6.38266 4.03963 1.81445
80 O -6.62930 6.23862 2.43261
81 C -5.68276 6.02060 3.47689
82 H -8.88954 4.81854 -0.86733
83 H -7.28727 4.07316 -0.71182
84 H -8.62462 3.60966 0.40361
85 H -4.71214 5.72821 3.06322
86 H -6.04957 5.26469 4.17877
87 H -5.55587 6.96115 4.01986
88 C 0.50198 13.20022 5.22977
89 O 0.31764 12.06223 4.38991
90 C 1.41792 11.27829 4.26259
91 O 2.50121 11.47138 4.79188
92 O 1.10409 10.24236 3.44425
93 C 2.17504 9.32817 3.21768
94 H -0.44018 13.75451 5.25945
95 H 0.75158 12.89080 6.24979
96 H 1.27610 13.85881 4.82312
97 H 2.49158 8.86395 4.15737
98 H 3.01615 9.83199 2.73058
99 H 1.81242 8.54141 2.55055
100 C 6.25403 -11.91725 -3.61490
101 O 6.82662 -11.06964 -2.62088
102 C 7.41088 -9.94803 -3.11283
103 O 7.47644 -9.63091 -4.29015
104 O 7.90963 -9.24044 -2.06790
105 C 8.55824 -8.02543 -2.43814
106 H 5.81550 -12.78223 -3.10964
107 H 5.45853 -11.39486 -4.15598
108 H 7.02335 -12.27594 -4.30616
109 H 7.85478 -7.34741 -2.93227
110 H 9.41975 -8.22852 -3.08244
111 H 8.91775 -7.54248 -1.52542
112 C -11.27592 2.11847 4.71437
113 O -10.38548 1.30568 3.95223
114 C -10.89724 0.10093 3.59439
115 O -12.01282 -0.31393 3.86702
116 O -9.95269 -0.56229 2.88076
117 C -10.35492 -1.85580 2.43460
118 H -10.76356 3.05659 4.94499
119 H -12.17634 2.35102 4.13674
120 H -11.53549 1.62717 5.65756
121 H -11.21864 -1.78211 1.76581
122 H -10.57772 -2.50606 3.28671
123 H -9.52367 -2.29417 1.87567
124 C -3.34310 -3.81566 -7.39137
125 O -4.20663 -3.85254 -6.25677
126 C -3.97046 -2.87701 -5.34356
127 O -3.11158 -2.01276 -5.42324
128 O -4.85542 -3.02974 -4.32629
129 C -4.72366 -2.06521 -3.28402
130 H -3.62128 -4.63931 -8.05470
131 H -3.46570 -2.87592 -7.93940
132 H -2.30063 -3.95525 -7.08782
133 H -4.90143 -1.05538 -3.66790
134 H -3.73629 -2.13478 -2.81622
135 H -5.47991 -2.28252 -2.52481

Output
lowest unoccupied orbital energy	-4.74	eV
Kohn-Sham gap	6.101	eV
net charge	+1


no.,maximum force (eV/A)
1,6.0
2,3.0
3,5.1